# 1
Computed, not measured: a 3-piece molecular cluster, C20H50BrN6O6P2 overall, with ωB97M-V with the def2-TZVPD basis set.

Positions of all 85 atoms, in Å:
Br 4.960300 -0.562431 0.531494
P -1.530760 -2.476925 2.269552
P 3.079155 -0.822588 1.645341
O -2.505186 0.411927 -5.761085
O 1.310659 -1.378538 -1.974854
O 3.105358 0.317816 2.790479
O -4.867082 2.239659 -9.263304
O 4.114833 -0.743260 6.131953
O 3.511737 1.308323 10.329190
N 0.098449 0.746341 -0.382444
N -2.887174 -3.064418 1.818709
N 0.218146 -0.434335 1.638896
N 2.149126 0.062281 0.433197
N -2.130501 2.405672 -8.165674
N 3.477400 -1.519697 8.959879
C 2.957082 -1.095310 10.253954
C 0.833367 0.177965 0.531669
C 5.485536 -1.096397 6.230546
C -1.117668 -1.648082 -2.553717
C 2.538002 -1.448439 7.857742
C 3.208509 -1.769690 6.540345
C -1.138413 1.744412 -7.336124
C -5.350543 3.453112 -8.729304
C -1.390721 0.757146 -0.378671
C -1.481742 0.381615 -6.745483
C -0.883289 -1.257335 1.064955
C -1.103689 -0.131731 -2.824844
C -3.689416 2.354258 -10.051450
C -1.977463 -0.353875 0.528998
C 3.866392 1.735124 9.033064
C 0.254127 -2.308760 -2.285545
C -2.514485 1.687918 -9.370606
C -3.834192 0.391078 -6.257233
C 2.480058 0.344173 10.402146
C -1.850364 0.766207 -1.841161
H 0.566786 -2.863036 -3.171534
H 2.432008 -1.840795 5.770502
H -3.904268 -0.195122 -7.177064
H -2.794147 0.641106 -9.184265
H 2.048566 0.441888 11.400690
H -5.446657 4.220533 -9.503554
H -0.187171 0.283345 2.240833
H -1.666496 1.678101 -10.062857
H 1.748250 -2.189589 8.022580
H 6.053176 -0.318456 5.723088
H -2.492740 0.116456 1.374089
H -2.961201 -4.071973 1.756385
H -0.071727 0.213170 -2.961149
H -1.517655 -1.640408 3.407558
H -0.221447 1.626683 -7.924486
H 2.124390 -1.755867 10.519625
H -3.873233 1.854737 -11.005726
H 0.178710 -3.038749 -1.473562
H -0.587801 0.010104 -6.235575
H 3.724330 -2.732725 6.593257
H 4.629265 1.100257 8.570066
H -4.221716 1.392733 -6.457467
H 3.741316 -1.263717 10.994772
H 3.265612 -0.179581 3.622351
H 4.305355 -0.982644 8.737351
H 5.826709 -1.155078 7.267581
H -1.689273 1.715613 0.053913
H 2.994430 1.762814 8.369899
H 1.688785 0.591834 9.681950
H 2.047951 -0.468599 7.756170
H 0.513861 0.825879 -1.306808
H -1.526963 -2.121990 -3.449025
H -4.708277 3.853082 -7.935226
H 2.623933 0.497992 -0.352733
H -2.957878 2.605682 -7.618575
H -2.917423 0.522871 -1.842923
H -1.817946 -1.908786 -1.753507
H -1.740171 -0.350496 -7.519035
H -4.458704 -0.073653 -5.494583
H 5.683805 -2.057810 5.747654
H 4.271399 2.742494 9.121228
H -1.772965 1.794457 -2.209653
H -6.336056 3.249722 -8.314335
H -0.896294 2.414599 -6.506570
H -1.583244 0.048707 -3.789083
H -0.441515 -1.844490 0.248583
H -3.469843 3.407679 -10.251651
H -0.405929 -3.294128 2.485809
H -2.731538 -0.943001 0.007305
H 1.536091 -1.495060 -1.042900

Force components x, y, z for each atom (eV/Å):
0.3 0.1 -0.1
0.0 0.1 0.0
-0.2 -0.3 0.1
0.0 0.1 0.0
-0.2 -0.1 0.4
0.2 -0.7 0.2
0.1 -0.1 0.1
-0.1 -0.1 -0.2
0.1 0.0 0.0
-0.2 -0.3 -0.3
0.2 -0.1 0.0
-0.1 0.0 -0.3
0.1 0.2 0.1
-0.1 0.0 0.0
0.1 0.1 -0.1
0.0 -0.1 0.1
-0.2 0.3 0.4
0.0 0.1 0.0
-0.1 -0.1 -0.1
0.0 0.0 0.1
-0.1 0.0 -0.1
0.1 0.1 0.0
-0.1 0.1 -0.1
0.1 0.3 0.1
0.0 -0.1 0.0
0.0 0.0 -0.2
-0.1 0.0 -0.3
0.0 0.1 -0.1
0.0 -0.1 -0.1
0.0 0.1 0.0
0.1 0.0 -0.2
0.0 0.0 0.0
0.0 -0.1 0.0
-0.1 0.0 0.0
-0.1 0.0 0.0
0.1 0.1 0.0
0.0 0.0 0.0
0.0 0.0 0.0
0.0 0.0 0.0
0.0 0.0 0.0
0.0 0.0 0.0
0.2 -0.1 0.2
0.0 0.0 0.0
0.0 0.0 0.0
0.0 0.0 0.0
0.0 0.0 0.0
-0.1 0.1 0.0
-0.1 -0.1 0.0
0.0 -0.1 0.1
0.0 0.0 0.0
0.0 0.0 0.0
0.0 0.0 0.0
0.0 0.0 -0.1
0.0 0.0 0.0
0.0 0.0 0.0
0.0 0.0 0.0
0.0 0.0 0.0
0.0 0.0 0.0
0.0 0.7 0.1
0.0 0.0 0.0
0.0 0.0 0.0
0.1 -0.1 0.0
0.0 0.0 0.0
0.0 0.0 0.0
0.0 0.0 0.0
0.0 0.2 0.1
0.0 -0.1 0.1
0.0 0.0 0.0
0.0 0.0 0.1
0.0 0.0 0.0
0.1 0.0 0.0
0.1 0.1 0.0
0.0 0.0 0.0
0.0 0.0 0.0
0.0 0.0 0.0
0.0 0.0 0.0
0.0 -0.1 0.0
0.0 0.0 0.0
0.0 0.0 0.0
0.1 0.0 0.0
-0.1 0.0 0.1
0.0 0.0 0.0
0.1 0.0 0.1
0.1 0.0 0.0
0.1 -0.2 -0.5

The charge is +1.

=====

# 2
Computed, not measured: a 10-piece molecular cluster, C20H50ClO17S7 overall, with ωB97M-V with the def2-TZVPD basis set.

Positions of all 95 atoms, in Å:
Cl 0.075208 -0.697515 0.227504
S -0.279793 3.207223 -2.977724
S 3.935805 0.182094 -2.762510
S 5.079191 -3.910496 0.309848
S -3.294581 2.055500 3.897429
S -3.101610 -3.539361 -1.446281
S -0.170823 5.875908 0.964234
S -1.561080 -1.427128 3.689079
O -3.035120 -1.679785 3.542340
O -0.635154 -1.000613 -7.107621
O 3.046205 0.530220 2.548608
O -2.144656 0.509123 -6.468693
O 1.328808 -0.974889 0.873409
O 5.702987 -5.270842 0.364932
O -1.045392 -1.521495 0.680879
O 2.977360 -1.426771 3.570662
O -0.320669 0.699837 0.449706
O -3.721222 -4.497950 -2.410238
O 1.192688 0.071101 3.768659
O 3.344641 0.568967 -4.067915
O -0.936204 -0.611253 -4.888834
O 0.780032 3.616447 -1.946655
O -3.535480 3.523426 3.873819
O 0.212641 -0.852609 -1.217198
O -0.773115 7.126262 1.674785
C 2.141110 1.646365 2.277325
C -0.616757 -2.960125 3.555570
C 0.103678 -2.081475 -6.456914
C -1.375962 -1.179411 5.507222
C 3.158916 -1.348884 -2.399356
C -4.454691 -2.970406 -0.452380
C -2.899967 1.509414 2.255741
C -2.899361 -1.928927 -2.215806
C -4.822752 1.223597 3.826799
C -0.415428 4.541103 2.114259
C -1.376990 5.319095 -0.255359
C 3.165242 1.119860 -1.484035
C 3.627575 -3.957312 1.251523
C 6.034957 -2.927691 1.448126
C 2.481499 -0.386492 3.270975
C -0.975830 1.635682 -2.646085
C 1.069382 1.498317 3.415319
C 0.654770 2.800967 -4.532280
C 0.200635 -1.465245 -5.035705
C -1.353854 -0.308428 -6.166599
H -1.358911 4.653866 2.604592
H 6.337944 -3.650483 2.242495
H 3.395823 -2.024120 -3.202324
H 7.039345 -2.655371 0.999758
H -1.033711 4.408100 -0.691054
H 2.132326 0.927779 -1.424134
H -2.620270 -1.170995 -1.454767
H -3.879900 -1.687508 -2.638931
H 0.080596 3.070263 -5.387460
H 0.040953 1.674138 3.152968
H -3.686590 1.997468 1.613466
H -1.824034 -2.035447 6.046859
H 1.302984 1.963151 4.358790
H 2.944255 -3.109547 1.009498
H 1.534564 3.514482 -4.525221
H -1.688189 1.414492 -3.434271
H 0.107313 -2.157564 -4.243260
H -2.970682 0.446782 2.263010
H -4.217608 -2.337021 0.429449
H -1.797991 -0.208663 5.698736
H -1.006050 -3.594784 2.738210
H -5.503869 1.557611 3.024635
H -2.345769 5.194242 0.166752
H 2.045300 -1.227555 -2.317905
H 3.811748 -3.979806 2.300734
H -2.155902 -1.953355 -3.001145
H -5.274482 1.289006 4.797304
H -1.473947 6.134767 -0.948212
H 3.068698 -4.841431 0.809334
H 3.691513 0.715451 -0.601034
H -0.293683 -1.191353 5.810876
H -4.534125 0.185041 3.696957
H -5.161892 -2.462682 -1.094553
H 1.045682 1.808032 -4.605886
H 2.781561 2.517291 2.196714
H 1.062085 -0.761249 -4.854224
H 0.423113 -2.622908 3.325720
H 1.041047 -2.178850 -7.023768
H -0.291393 0.780023 -2.638153
H -4.971607 -3.811994 -0.116149
H -0.499236 -3.496939 4.506588
H 0.425611 4.520835 2.766580
H 3.289604 2.210820 -1.658161
H -0.350245 3.658964 1.473130
H 3.460574 -1.699016 -1.388800
H -1.950538 1.804582 1.898133
H 1.788030 1.356853 1.248026
H 5.439415 -2.115925 1.892410
H -1.469811 1.769224 -1.726900
H -0.496501 -2.934072 -6.515970

Force components x, y, z for each atom (eV/Å):
-2.6 1.4 -1.3
2.0 1.2 -0.6
0.3 0.2 -0.5
1.3 -0.1 -1.0
0.7 0.4 0.0
0.5 0.0 0.4
-1.3 2.3 1.2
-0.2 0.2 0.9
0.2 -0.2 -0.2
-0.3 -0.4 0.7
0.4 1.2 -0.2
-0.9 0.6 0.2
-0.1 -0.5 0.2
-0.2 0.2 0.0
1.5 0.0 0.0
-0.4 -0.3 0.0
0.7 -0.7 0.3
0.1 0.4 -0.2
2.3 -0.2 -1.4
-0.3 0.4 -0.8
-1.0 -0.1 -2.1
-1.2 -1.0 -0.9
0.1 0.2 -0.1
0.3 -0.6 0.6
1.0 -1.9 -1.3
-0.4 -1.5 -1.0
1.1 -0.1 0.0
0.6 3.1 0.3
1.6 -1.1 -0.2
-1.5 -0.4 1.6
-0.1 1.4 0.7
-1.4 1.2 -0.8
-0.3 0.5 0.0
-0.9 -0.7 0.1
0.4 -0.5 -1.3
0.2 0.7 0.5
1.3 0.7 0.5
-2.7 -0.4 -1.2
1.6 -0.3 0.7
-2.3 0.3 1.6
0.6 -1.0 -0.9
1.2 -1.7 -0.2
1.1 1.7 1.0
1.3 1.0 0.0
1.4 -0.4 -0.1
-0.6 0.0 0.4
-0.5 0.4 -0.3
0.3 -0.4 -0.1
-1.5 0.2 0.2
0.4 -0.4 -0.5
-1.4 -0.4 0.0
-0.1 -0.6 -0.3
0.2 0.1 -0.1
-0.8 0.0 -0.6
-0.2 0.1 -0.5
0.7 -0.6 0.4
-0.3 0.6 -0.4
0.3 0.9 0.0
0.7 -0.2 0.2
-1.0 -0.8 0.2
-0.3 0.3 -0.2
0.3 -1.0 0.8
-0.1 -0.8 -0.3
0.3 -0.4 -0.7
-0.4 0.2 0.3
0.1 0.5 0.5
0.5 0.1 0.3
-0.7 -0.2 0.8
1.0 0.1 -0.3
0.0 -0.4 0.8
0.2 -0.1 -0.1
-0.5 0.2 0.4
0.3 0.2 -0.6
0.7 0.7 1.0
-0.3 0.7 0.1
-0.8 0.3 -0.6
-0.2 -0.3 -0.1
-0.1 0.3 -0.3
0.1 -0.7 0.3
-0.3 0.3 0.5
-0.3 -1.2 -0.5
-0.7 -0.2 -0.2
-0.3 -0.1 0.6
0.1 0.5 0.3
-0.6 -1.6 0.7
-0.6 0.0 -0.2
0.5 0.1 0.8
0.3 -0.8 0.2
-0.2 -0.3 0.2
0.2 -0.1 -0.7
1.1 0.4 -0.1
-0.4 0.9 1.2
0.4 0.0 -0.4
-0.7 -0.2 1.3
-0.8 -1.5 0.1

The charge is -1.

=====

Number 1: HOMO -10.40 eV, molar mass 612.5 u, total energy -131388.457 eV. Number 2: HOMO -6.73 eV, molar mass 822.5 u, total energy -144716.930 eV.